[1]
The following is a DFT calculation (ωB97M-V/def2-TZVPD) of a structure of composition C28H31IrN2O3Se4Si.

Geometry as ORCA input:
```
! RIJCOSX wB97M-V def2-TZVPD def2/J DEFGRID3
* xyz 0 5
Ir 0.1411 0.3639 0.0330
Se -1.5087 1.3598 1.5266
Se -3.4450 0.2499 1.3469
Se -2.2803 -0.7771 -2.4651
Se -1.0381 0.9995 -1.9384
O 5.7005 -3.3444 -1.9238
C 5.6714 -1.9418 -2.0988
C 4.3104 -1.4228 -1.7314
C 4.0015 -0.0831 -1.9334
C 2.7643 0.3819 -1.5508
N 1.8449 -0.4094 -0.9924
C 2.1213 -1.7055 -0.8088
C 3.3456 -2.2433 -1.1745
C 1.0365 -2.5158 -0.1885
C 1.2241 -3.8241 0.2145
C 0.1695 -4.5121 0.7989
C 0.3662 -5.9188 1.3075
O 1.3085 -6.6560 0.5490
C -1.0450 -3.8612 0.9308
C -1.1599 -2.5485 0.5042
N -0.1392 -1.8888 -0.0402
H 6.5768 -3.6691 -2.1492
H 5.8889 -1.6648 -3.1352
H 6.4081 -1.4438 -1.4588
H 4.7162 0.6012 -2.3730
H 2.4820 1.4182 -1.6780
H 3.5642 -3.2885 -1.0229
H 2.1794 -4.3162 0.1056
H -0.5999 -6.4271 1.3639
H 0.7675 -5.8740 2.3208
H 0.9301 -6.8373 -0.3179
H -1.9006 -4.3544 1.3761
H -2.0800 -1.9853 0.6173
C 4.4593 0.3390 2.1103
C 3.6385 -0.4613 3.1279
C 4.2855 -0.3228 4.5109
C 3.6349 -1.9395 2.7202
Si 1.8524 0.1721 3.0915
O 1.2941 0.0016 1.5899
C 1.8287 1.9875 3.5643
C 2.0409 2.9308 2.5522
C 2.0730 4.2923 2.8231
C 1.8919 4.7434 4.1238
C 1.6687 3.8284 5.1433
C 1.6352 2.4676 4.8625
C 0.8124 -0.8517 4.2707
C -0.2589 -1.5704 3.7317
C -1.0764 -2.3642 4.5273
C -0.8334 -2.4614 5.8897
C 0.2275 -1.7616 6.4496
C 1.0384 -0.9677 5.6480
H 5.4731 -0.0758 2.0317
H 4.5539 1.3889 2.4000
H 4.0003 0.3036 1.1168
H 5.3559 -0.5534 4.4530
H 3.8456 -1.0144 5.2316
H 4.1920 0.6923 4.9085
H 4.6500 -2.3545 2.7632
H 3.2642 -2.0627 1.7003
H 3.0022 -2.5418 3.3789
H 2.1705 2.5890 1.5294
H 2.2337 5.0023 2.0208
H 1.9146 5.8042 4.3402
H 1.5113 4.1752 6.1572
H 1.4324 1.7752 5.6712
H -0.4632 -1.4911 2.6706
H -1.9118 -2.8937 4.0839
H -1.4717 -3.0727 6.5158
H 0.4220 -1.8319 7.5129
H 1.8599 -0.4361 6.1132
*
```

maximum force: 0.90 eV/A
frontier orbital gap (spin up / spin down): 6.33 / 4.92 eV
lowest unoccupied orbital energy (spin up / spin down): -0.0252 / -0.0841 Ha
expectation value of S²: 6.021

Computed natural (NBO) charges, given in elementary charges: 0.67 -0.05 -0.30 0.07 0.06 -0.72 -0.09 0.04 -0.24 0.07 -0.45 0.19 -0.23 0.27 -0.25 0.02 -0.09 -0.70 -0.24 0.05 -0.48 0.48 0.18 0.19 0.23 0.22 0.25 0.24 0.18 0.21 0.47 0.23 0.25 -0.60 -0.53 -0.61 -0.60 2.04 -1.26 -0.46 -0.22 -0.21 -0.21 -0.22 -0.21 -0.54 -0.19 -0.21 -0.21 -0.24 -0.14 0.19 0.22 0.20 0.20 0.21 0.21 0.20 0.20 0.21 0.21 0.21 0.21 0.21 0.21 0.21 0.20 0.21 0.21 0.20

***

[2]
The following is a DFT calculation (ωB97M-V/def2-TZVPD) of a cluster of 2 separate species, C11H16OSi in total.

Geometry as ORCA input:
```
! RIJCOSX wB97M-V def2-TZVPD def2/J DEFGRID3
* xyz 0 1
C 0.0111 3.3682 2.1417
C -0.4960 2.0622 2.1527
C 0.3554 3.8241 0.8257
C -0.6341 1.3313 1.0413
C 0.3308 3.0248 -0.3155
C -0.2669 1.7288 -0.2395
C 0.4657 -3.4637 -0.4507
C 0.8263 -2.3294 0.1530
C 1.2412 -2.9994 2.3148
C -1.7915 -0.8944 -1.4830
C 0.1485 0.7612 -3.4569
O 0.9110 -1.9399 1.4363
Si -0.5228 0.5431 -1.6726
H -0.1044 3.9426 2.9598
H -0.8269 1.5214 3.0308
H 0.4763 4.7960 0.6605
H -0.9122 0.3425 1.2981
H 0.5218 3.5045 -1.2675
H 0.3791 -3.5105 -1.5038
H 0.5786 -4.3951 0.0477
H 2.3631 -3.3177 2.1957
H 0.5554 -3.8399 2.4002
H 1.4740 -2.5727 3.3747
H -1.2228 -1.7966 -1.4748
H -2.2039 -0.8562 -0.3815
H -2.5511 -0.8350 -2.3726
H -0.7174 0.5386 -4.1719
H 0.7719 1.6056 -3.7220
H 0.8397 -0.1444 -3.5208
*
```

maximum force: 5.39 eV/A
frontier orbital gap (spin up / spin down): 8.83 / 5.39 eV
energy above the lowest of the compared OMol25 structures with the same formula, charge and spin: 140.95 kcal per mole
lowest unoccupied orbital energy (spin up / spin down): 0.0047 / -0.0116 Ha

Computed natural (NBO) charges, given in elementary charges: -0.21 -0.20 -0.19 -0.21 -0.21 -0.49 -0.69 0.40 -0.29 -1.12 -1.12 -0.53 1.35 0.21 0.21 0.19 0.21 0.21 0.22 0.21 0.19 0.19 0.20 0.25 0.26 0.24 0.24 0.25 0.25

***

[3]
The following is a DFT calculation (ωB97M-V/def2-TZVPD) of an isolated molecule of C3H6F3N3O.

Geometry as ORCA input:
```
! RIJCOSX wB97M-V def2-TZVPD def2/J DEFGRID3
* xyz 0 1
N 1.8922 0.4546 -1.0282
C 0.9410 -0.4431 -0.7948
O 0.9064 -1.5521 -1.2382
C -0.3002 0.0618 0.0873
N 0.2020 0.4504 1.3704
N -0.9734 1.1644 -0.6579
C -1.3684 -1.1050 0.3028
F -0.7216 -2.1071 0.9213
F -1.9423 -1.5969 -0.7920
F -2.2348 -0.7062 1.1769
H 2.0989 1.1157 -0.2971
H 2.5879 0.3028 -1.7526
H -0.5393 0.5374 2.0892
H 0.9621 -0.1039 1.7775
H -1.3481 1.8695 -0.0116
H -0.1625 1.6575 -1.1528
*
```

maximum force: 3.48 eV/A
frontier orbital gap: 10.79 eV
energy above the lowest of the compared OMol25 structures with the same formula, charge and spin: 0.00 kcal per mole
lowest unoccupied orbital energy: 0.0242 Ha

Computed natural (NBO) charges, given in elementary charges: -0.84 0.67 -0.56 0.10 -0.87 -0.82 0.96 -0.34 -0.30 -0.32 0.41 0.42 0.38 0.39 0.37 0.37